DFT (the ωB97M-V functional and the def2-TZVPD basis) results for an isolated ion of composition C9H18N2 and charge +2 in a non-equilibrium geometry.

Element x y z (Å)
1 C -1.1037 0.9599 2.3978
2 C -1.9711 1.6219 1.4355
3 C -1.5547 1.7135 -0.0301
4 C 1.1343 -1.3742 1.4201
5 C 1.2213 -0.0190 2.1367
6 C -1.2988 0.2691 -0.6962
7 C 0.0883 -1.4461 0.3041
8 C 0.8609 -0.6195 -2.9503
9 C 0.9808 0.0116 -1.5401
10 N -0.0561 0.3817 2.8277
11 N -0.0157 -0.3454 -0.6395
12 H -2.9723 1.0179 1.4884
13 H -2.1256 2.4968 1.9183
14 H -2.4103 2.1459 -0.6254
15 H -0.6766 2.3778 -0.1926
16 H 2.1427 -1.6897 1.0480
17 H 1.0005 -2.1341 2.2092
18 H 1.9578 0.0338 2.9857
19 H 1.4083 0.7430 1.2747
20 H -2.0098 -0.4243 -0.1626
21 H -1.8087 0.2823 -1.6791
22 H 0.4625 -2.3060 -0.3124
23 H -0.9250 -1.6485 0.7247
24 H 1.3649 0.0190 -3.7105
25 H 1.2299 -1.6888 -2.9202
26 H -0.1643 -0.5249 -3.2579
27 H 0.8568 1.0077 -1.7283
28 H 2.0182 -0.0602 -1.0987
29 H 0.0981 0.0585 3.7311

Results
- HOMO energy (alpha / beta): -18.47 / -17.78 eV
- E_tot: -12583.2886 eV
- E_LUMO (alpha / beta): -0.334 / -0.389 Eh
- Charge: +2

For each atom in turn, the Löwdin charge in e is: atom 1 (C): 0.183, atom 2 (C): -0.120, atom 3 (C): -0.090, atom 4 (C): -0.138, atom 5 (C): -0.092, atom 6 (C): -0.111, atom 7 (C): -0.099, atom 8 (C): 0.006, atom 9 (C): -0.190, atom 10 (N): 0.123, atom 11 (N): -0.036, atom 12 (H): 0.200, atom 13 (H): 0.105, atom 14 (H): 0.153, atom 15 (H): 0.135, atom 16 (H): 0.148, atom 17 (H): 0.141, atom 18 (H): 0.164, atom 19 (H): 0.155, atom 20 (H): 0.141, atom 21 (H): 0.160, atom 22 (H): 0.176, atom 23 (H): 0.147, atom 24 (H): 0.118, atom 25 (H): 0.118, atom 26 (H): 0.073, atom 27 (H): 0.105, atom 28 (H): 0.173, atom 29 (H): 0.150